# 1
ORCA calculation (ωB97M-V/def2-TZVPD) on 14 unconnected molecules or ions with the total composition C58H57F13O26 at a distorted geometry.

## Properties
LUMO = 0.102 eV
electronic energy = -5498.96507 hartree
HOMO level = -0.3274 hartree

ORCA input file:
```
! wB97M-V def2-TZVPD RIJCOSX def2/J DEFGRID3
* xyz 0 1
O -22.52 -9.65 -1.45
C -21.74 -10.61 -1.37
O -20.93 -10.96 -2.40
C -20.97 -10.19 -3.66
C -21.81 -11.01 -4.64
C -21.73 -11.55 -0.20
H -19.94 -10.13 -3.89
H -21.43 -9.22 -3.49
H -21.82 -10.55 -5.61
H -22.84 -10.97 -4.27
H -21.36 -11.96 -4.72
H -22.44 -11.08 0.49
H -20.73 -11.61 0.19
H -22.12 -12.54 -0.59
F -25.58 -2.47 -13.70
C -25.88 -3.49 -12.89
C -25.19 -4.67 -13.08
C -25.48 -5.69 -12.24
C -26.50 -5.54 -11.30
C -27.31 -4.44 -11.23
C -26.96 -3.34 -12.00
H -24.53 -4.70 -13.93
H -24.92 -6.62 -12.28
H -26.69 -6.37 -10.67
H -28.18 -4.39 -10.57
H -27.45 -2.41 -11.97
F -25.00 -2.66 -3.71
C -24.27 -2.50 -4.82
C -24.46 -1.31 -5.51
C -23.73 -1.10 -6.71
C -22.78 -2.08 -7.08
C -22.58 -3.26 -6.35
C -23.37 -3.44 -5.19
H -25.22 -0.60 -5.24
H -23.85 -0.26 -7.37
H -22.13 -1.99 -7.93
H -21.84 -3.97 -6.65
H -23.33 -4.31 -4.51
F -26.81 -11.05 -9.77
C -27.69 -10.16 -10.18
C -28.66 -9.81 -9.28
C -29.56 -8.84 -9.65
C -29.43 -8.28 -10.94
C -28.39 -8.61 -11.81
C -27.50 -9.60 -11.43
H -28.72 -10.23 -8.29
H -30.21 -8.37 -8.92
H -30.12 -7.53 -11.30
H -28.35 -8.19 -12.79
H -26.66 -9.84 -12.08
F -20.82 -7.13 -11.50
C -20.96 -7.70 -12.75
C -22.07 -8.39 -13.02
C -22.25 -8.95 -14.32
C -21.20 -8.86 -15.22
C -20.03 -8.12 -14.90
C -19.90 -7.55 -13.66
H -22.83 -8.59 -12.31
H -23.19 -9.45 -14.60
H -21.26 -9.22 -16.21
H -19.27 -7.99 -15.64
H -19.11 -6.85 -13.41
F -21.63 -5.62 -9.31
C -21.72 -4.54 -10.12
C -22.83 -3.75 -10.09
C -22.91 -2.71 -11.01
C -21.90 -2.47 -11.91
C -20.73 -3.29 -11.92
C -20.63 -4.33 -10.92
H -23.67 -3.96 -9.42
H -23.87 -2.17 -11.00
H -22.01 -1.71 -12.69
H -20.06 -3.21 -12.71
H -19.80 -4.99 -10.83
C -25.81 -13.33 -7.19
C -24.62 -12.89 -6.22
O -23.94 -11.85 -6.95
C -24.30 -12.08 -8.31
O -23.73 -11.50 -9.18
O -25.30 -12.91 -8.51
F -23.79 -13.88 -5.96
H -26.73 -12.80 -7.06
H -25.84 -14.42 -7.24
H -24.96 -12.42 -5.30
C -24.22 -13.26 -12.55
C -24.08 -11.78 -12.16
O -24.72 -11.10 -13.23
C -25.25 -12.01 -14.15
O -25.91 -11.72 -15.04
O -24.87 -13.23 -13.83
F -22.80 -11.36 -11.99
H -24.91 -13.75 -11.86
H -23.31 -13.79 -12.70
H -24.63 -11.49 -11.28
C -20.47 -10.63 -10.21
C -20.27 -10.53 -8.68
O -19.71 -9.26 -8.56
C -19.08 -8.93 -9.74
O -18.43 -7.94 -9.96
O -19.39 -9.82 -10.68
F -19.46 -11.56 -8.23
H -21.44 -10.24 -10.52
H -20.31 -11.68 -10.47
H -21.17 -10.52 -8.09
C -19.32 -5.94 -7.09
C -18.63 -6.89 -6.22
O -19.49 -7.27 -5.19
C -20.52 -6.38 -5.21
O -21.42 -6.46 -4.42
O -20.40 -5.46 -6.19
F -17.57 -6.31 -5.55
H -19.78 -6.32 -8.00
H -18.66 -5.13 -7.38
H -18.17 -7.77 -6.71
C -23.67 -8.00 -9.70
C -24.50 -7.13 -8.84
O -23.75 -6.94 -7.68
C -22.62 -7.86 -7.74
O -21.84 -7.97 -6.84
O -22.57 -8.47 -8.88
F -25.64 -7.82 -8.42
H -23.22 -7.45 -10.51
H -24.20 -8.92 -10.05
H -24.79 -6.18 -9.25
C -23.59 -7.29 -2.63
C -24.33 -6.86 -1.40
O -25.46 -6.22 -1.92
C -25.24 -5.95 -3.25
O -26.04 -5.37 -3.91
O -24.07 -6.35 -3.59
F -23.58 -5.96 -0.65
H -23.84 -8.30 -3.02
H -22.51 -7.23 -2.53
H -24.65 -7.58 -0.65
C -27.23 -3.77 -6.33
C -26.67 -4.98 -7.14
O -25.95 -4.29 -8.15
C -26.45 -3.00 -8.29
O -26.16 -2.25 -9.20
O -27.17 -2.66 -7.26
F -27.66 -5.70 -7.69
H -26.45 -3.56 -5.61
H -28.20 -3.90 -5.87
H -25.97 -5.66 -6.66
C -26.87 -8.24 -5.23
C -26.10 -9.50 -5.72
O -26.92 -10.56 -5.25
C -27.86 -10.09 -4.38
O -28.63 -10.81 -3.84
O -27.68 -8.80 -4.14
F -24.88 -9.51 -5.13
H -27.53 -7.83 -5.99
H -26.20 -7.46 -4.87
H -25.94 -9.42 -6.79
*
```


# 2
ORCA calculation (ωB97M-V/def2-TZVPD) on 12 unconnected molecules or ions with the total composition C58H65N13O4PS3 at a distorted geometry.

## Properties
LUMO = 1.467 eV
electronic energy = -4797.65976 hartree
HOMO level = -0.2280 hartree

ORCA input file:
```
! wB97M-V def2-TZVPD RIJCOSX def2/J DEFGRID3
* xyz -1 1
N -8.03 1.27 0.22
C -7.63 1.35 -1.25
C -6.83 -0.01 -1.78
C -5.52 -0.28 -0.84
S -3.89 -0.24 -1.84
O -3.04 -1.44 -1.25
O -4.09 -0.57 -3.34
N -2.94 1.20 -1.54
S -3.67 2.63 -2.25
O -4.98 2.38 -3.03
O -2.64 3.31 -3.23
P -3.90 4.08 -0.63
S -2.78 3.42 0.86
H -7.21 1.52 0.83
H -8.74 2.03 0.41
H -8.59 1.48 -1.91
H -6.99 2.33 -1.36
H -6.54 0.23 -2.91
H -7.54 -0.95 -1.77
H -5.48 0.40 0.12
H -5.61 -1.40 -0.42
H -5.27 4.20 -0.21
H -3.41 5.37 -1.10
N 3.26 2.66 -3.32
C 2.86 2.68 -4.61
C 1.53 2.69 -5.01
C 0.55 2.66 -4.02
C 0.93 2.64 -2.68
C 2.28 2.64 -2.39
H 3.66 2.70 -5.34
H 1.27 2.71 -6.06
H -0.50 2.66 -4.29
H 0.19 2.62 -1.89
H 2.63 2.62 -1.36
N 7.51 0.55 -0.36
C 6.96 -0.68 -0.42
C 5.79 -0.96 -1.10
C 5.14 0.07 -1.77
C 5.69 1.35 -1.73
C 6.87 1.54 -1.02
H 7.49 -1.45 0.12
H 5.38 -1.97 -1.11
H 4.22 -0.11 -2.32
H 5.22 2.18 -2.24
H 7.34 2.52 -0.97
N -10.86 1.05 -3.15
C -11.42 -0.18 -3.20
C -12.59 -0.46 -3.88
C -13.23 0.58 -4.55
C -12.68 1.85 -4.52
C -11.50 2.04 -3.81
H -10.88 -0.95 -2.66
H -12.99 -1.47 -3.90
H -14.15 0.39 -5.10
H -13.16 2.68 -5.03
H -11.03 3.02 -3.75
N -2.80 5.90 4.60
C -2.65 4.71 3.97
C -2.60 3.49 4.63
C -2.70 3.49 6.01
C -2.86 4.70 6.69
C -2.90 5.86 5.94
H -2.57 4.77 2.89
H -2.48 2.57 4.07
H -2.67 2.56 6.56
H -2.94 4.73 7.77
H -3.02 6.83 6.42
N 8.68 -3.22 0.82
C 9.73 -2.39 1.01
C 11.03 -2.81 1.20
C 11.28 -4.18 1.20
C 10.22 -5.07 1.01
C 8.95 -4.54 0.82
H 9.48 -1.33 1.00
H 11.83 -2.10 1.34
H 12.29 -4.56 1.35
H 10.38 -6.14 1.01
H 8.10 -5.19 0.67
N 4.42 6.54 -0.51
C 3.86 7.70 -0.12
C 2.53 8.02 -0.34
C 1.73 7.10 -1.00
C 2.28 5.90 -1.42
C 3.62 5.66 -1.16
H 4.52 8.39 0.40
H 2.13 8.97 0.01
H 0.68 7.32 -1.20
H 1.69 5.16 -1.95
H 4.10 4.74 -1.46
N 7.61 2.21 3.55
C 7.76 1.02 2.92
C 7.81 -0.19 3.58
C 7.70 -0.20 4.96
C 7.55 1.01 5.64
C 7.51 2.18 4.89
H 7.83 1.08 1.84
H 7.92 -1.12 3.02
H 7.74 -1.13 5.51
H 7.47 1.04 6.72
H 7.39 3.14 5.37
N -13.96 4.43 -3.19
C -14.78 5.49 -3.33
C -15.09 6.37 -2.31
C -14.53 6.16 -1.06
C -13.67 5.07 -0.88
C -13.42 4.25 -1.96
H -15.20 5.61 -4.33
H -15.76 7.21 -2.49
H -14.75 6.83 -0.23
H -13.21 4.88 0.08
H -12.75 3.39 -1.87
N 8.27 -7.92 1.69
C 8.09 -7.68 3.01
C 8.33 -8.62 4.00
C 8.78 -9.88 3.62
C 8.97 -10.16 2.27
C 8.71 -9.15 1.35
H 7.74 -6.68 3.25
H 8.17 -8.37 5.04
H 8.97 -10.64 4.37
H 9.32 -11.13 1.95
H 8.85 -9.32 0.29
N -7.03 -0.57 -5.65
C -6.15 0.44 -5.87
C -6.22 1.30 -6.95
C -7.25 1.11 -7.87
C -8.16 0.09 -7.68
C -8.02 -0.72 -6.56
H -5.37 0.54 -5.12
H -5.49 2.09 -7.08
H -7.33 1.77 -8.74
H -8.98 -0.08 -8.37
H -8.71 -1.53 -6.36
N 10.39 -10.73 6.37
C 10.21 -10.49 7.69
C 10.45 -11.42 8.68
C 10.90 -12.68 8.30
C 11.09 -12.96 6.96
C 10.83 -11.96 6.04
H 9.86 -9.49 7.93
H 10.29 -11.17 9.73
H 11.09 -13.44 9.06
H 11.44 -13.94 6.63
H 10.97 -12.13 4.97
*
```


# 3
ORCA calculation (ωB97M-V/def2-TZVPD) on a molecular structure, C58H66F3N5O3P2TeZr at a distorted geometry.

## Properties
ΔE to the lowest compared entry with this formula, charge and spin = 10.82 kJ/mol
LUMO (alpha / beta) = -2.007 / -4.485 eV
electronic energy = -4046.57470 hartree
HOMO level (alpha / beta) = -0.3590 / -0.3589 hartree

ORCA input file:
```
! wB97M-V def2-TZVPD RIJCOSX def2/J DEFGRID3
* xyz 1 2
Zr 0.60 -0.11 -1.47
C 0.30 1.80 1.43
P -0.29 2.51 -0.17
C 0.53 4.14 0.03
C 1.73 4.44 -0.60
C 2.37 5.65 -0.35
C 1.82 6.57 0.53
C 0.62 6.27 1.17
C -0.02 5.07 0.92
C -2.04 2.97 -0.03
C -2.95 2.37 0.83
C -4.30 2.71 0.76
C -4.75 3.64 -0.16
C -3.84 4.24 -1.03
C -2.50 3.91 -0.96
C 1.75 1.55 1.08
C 2.88 1.94 1.76
C 3.96 1.85 0.85
C 3.44 1.41 -0.34
C 4.13 1.26 -1.66
P 2.84 0.99 -2.92
C 3.69 0.36 -4.39
C 4.67 -0.63 -4.28
C 5.26 -1.17 -5.41
C 4.89 -0.72 -6.67
C 3.92 0.26 -6.79
C 3.32 0.80 -5.66
C 2.35 2.67 -3.43
C 1.01 3.02 -3.50
C 0.64 4.31 -3.87
C 1.62 5.25 -4.16
C 2.96 4.90 -4.11
C 3.32 3.61 -3.76
N 2.08 1.19 -0.23
H 0.22 2.51 2.25
H -0.25 0.89 1.67
H 2.18 3.73 -1.27
H 3.31 5.87 -0.85
H 2.32 7.51 0.72
H 0.18 6.98 1.86
H -0.95 4.85 1.42
H -2.62 1.64 1.56
H -5.01 2.24 1.43
H -5.79 3.90 -0.21
H -4.18 4.98 -1.74
H -1.80 4.38 -1.63
H 2.90 2.31 2.77
H 4.99 2.12 1.03
H 4.71 2.15 -1.91
H 4.84 0.42 -1.67
H 4.98 -0.99 -3.30
H 6.02 -1.93 -5.30
H 5.36 -1.14 -7.55
H 3.62 0.61 -7.77
H 2.56 1.56 -5.78
H 0.22 2.31 -3.31
H -0.41 4.57 -3.93
H 1.33 6.26 -4.44
H 3.72 5.62 -4.36
H 4.37 3.34 -3.75
C 1.57 -3.37 -3.21
C 0.07 -3.25 -2.92
N -0.14 -2.59 -1.62
C 0.31 -3.44 -0.51
C 1.06 -2.68 0.58
N 1.82 -1.53 0.07
C 3.21 -1.84 -0.31
C 3.27 -2.75 -1.53
N 2.34 -2.31 -2.56
H 1.71 -3.34 -4.29
H 1.94 -4.34 -2.88
H -0.38 -4.25 -2.92
H -0.44 -2.66 -3.67
H -1.14 -2.44 -1.51
H 0.95 -4.22 -0.93
H -0.53 -3.96 -0.05
H 1.73 -3.37 1.12
H 0.35 -2.29 1.30
H 1.89 -0.85 0.83
H 3.73 -2.31 0.53
H 3.70 -0.90 -0.51
H 3.02 -3.77 -1.24
H 4.31 -2.79 -1.89
H 2.82 -1.77 -3.28
F -0.90 -1.98 -5.80
C 0.08 -1.06 -5.85
F 0.00 -0.44 -7.03
F 1.24 -1.73 -5.82
C -0.09 -0.06 -4.67
O -0.72 0.94 -4.85
O 0.44 -0.51 -3.58
C -3.38 -0.60 -0.87
C -1.91 -0.30 -0.86
O -1.40 0.23 -1.94
N -1.06 -0.59 0.06
Te -1.63 -1.21 2.67
C -2.74 -0.33 4.27
C -4.10 -0.04 4.18
C -4.97 -0.36 3.00
C -4.72 0.60 5.26
C -4.02 0.96 6.39
C -4.70 1.65 7.54
C -2.66 0.69 6.44
C -2.00 0.05 5.40
C -0.53 -0.21 5.58
C -1.62 -3.31 3.02
C -0.46 -3.88 3.57
C 0.75 -3.14 4.07
C -0.41 -5.27 3.72
C -1.45 -6.10 3.34
C -1.37 -7.59 3.51
C -2.58 -5.51 2.78
C -2.69 -4.13 2.61
C -3.96 -3.60 2.04
H -3.93 0.33 -1.06
H -3.59 -1.28 -1.69
H -3.70 -1.04 0.07
H -4.41 -0.58 2.10
H -5.63 0.49 2.80
H -5.62 -1.21 3.22
H -5.78 0.82 5.19
H -5.75 1.87 7.31
H -4.20 2.59 7.78
H -4.68 1.03 8.43
H -2.09 0.98 7.32
H -0.16 0.29 6.47
H 0.07 0.14 4.73
H -0.33 -1.28 5.69
H 0.81 -3.20 5.15
H 1.66 -3.60 3.68
H 0.77 -2.09 3.80
H 0.48 -5.71 4.16
H -0.41 -7.89 3.91
H -1.52 -8.10 2.55
H -2.15 -7.94 4.19
H -3.40 -6.13 2.47
H -4.52 -4.40 1.54
H -3.79 -2.81 1.31
H -4.60 -3.19 2.82
*
```


Q: Which formula does entry 1 have?
A: C58H57F13O26


Q: Among the records above, which one has the highest electronic energy?
A: C58H66F3N5O3P2TeZr